Record 1
C21H26N2O2 | ωB97M-V/def2-TZVPD

Each line ends with the Löwdin charge.
Cartesian coordinates (Å):
O -2.48 1.26 1.19  0.08
C -1.30 1.51 1.30  -0.46
N -0.50 0.87 2.17  0.08
C -0.92 -0.30 2.90  -0.17
C -0.28 -1.57 2.35  -0.16
C -0.59 -1.75 0.87  -0.21
N -0.36 -3.11 0.41  -0.18
C -0.97 -3.36 -0.88  -0.17
C -0.77 -4.82 -1.26  -0.20
O 0.59 -5.17 -1.31  -0.13
C 1.21 -4.91 -0.07  -0.20
C 1.06 -3.44 0.34  -0.17
C -0.62 2.64 0.51  -0.14
C -1.14 2.71 -0.91  -0.19
C -1.21 3.95 -1.54  -0.03
C -1.64 4.04 -2.86  -0.08
C -2.00 2.90 -3.55  -0.09
C -1.94 1.67 -2.93  -0.07
C -1.51 1.57 -1.61  -0.04
C 0.88 2.54 0.51  -0.21
C 1.64 3.35 1.34  -0.04
C 3.02 3.25 1.37  -0.08
C 3.67 2.33 0.55  -0.09
C 2.92 1.52 -0.29  -0.07
C 1.54 1.63 -0.31  -0.03
H 0.49 1.08 2.17  0.13
H -2.01 -0.35 2.80  0.12
H -0.67 -0.18 3.96  0.12
H -0.67 -2.44 2.90  0.12
H 0.80 -1.53 2.51  0.10
H -1.65 -1.53 0.71  0.13
H 0.00 -1.02 0.28  0.11
H -2.04 -3.14 -0.82  0.13
H -0.52 -2.72 -1.67  0.13
H -1.18 -5.03 -2.25  0.12
H -1.29 -5.45 -0.51  0.13
H 2.26 -5.17 -0.19  0.12
H 0.75 -5.54 0.71  0.13
H 1.51 -3.30 1.32  0.12
H 1.58 -2.81 -0.39  0.13
H -0.91 3.57 1.03  0.16
H -0.93 4.84 -1.01  0.12
H -1.69 5.01 -3.34  0.10
H -2.34 2.97 -4.58  0.10
H -2.22 0.78 -3.46  0.10
H -1.48 0.61 -1.13  0.10
H 1.15 4.07 1.98  0.12
H 3.60 3.89 2.02  0.10
H 4.74 2.25 0.57  0.10
H 3.41 0.81 -0.93  0.10
H 0.97 1.00 -0.98  0.11

Values from the calculation:
gap between HOMO and LUMO: 9.47 eV
F_max: 0.48 eV Å⁻¹
SMILES string: O=C(NCCCN1CCOCC1)C(c1ccccc1)c1ccccc1
LUMO level: 0.697 eV

=====

Record 2
C21H26N2O4S | ωB97M-V/def2-TZVPD

Each line ends with the Löwdin charge.
Cartesian coordinates (Å):
C -5.45 -3.14 -0.88  -0.06
C -5.00 -2.76 0.53  -0.25
O -3.61 -2.91 0.72  -0.05
C -2.75 -1.99 0.20  -0.26
C -1.39 -2.29 0.34  0.02
C -0.42 -1.42 -0.12  0.01
C -0.79 -0.23 -0.73  -0.28
N 0.15 0.74 -1.18  -0.17
C 1.26 0.31 -2.02  -0.07
C 2.46 -0.27 -1.23  -0.48
O 2.59 -1.47 -1.10  0.05
N 3.31 0.67 -0.79  0.10
C 4.42 0.43 0.12  -0.26
C 5.41 -0.62 -0.42  -0.14
C 5.75 -1.51 0.77  -0.19
C 4.43 -1.54 1.55  -0.20
C 3.97 -0.09 1.50  -0.13
S 0.51 1.87 0.00  0.71
O 1.43 2.81 -0.60  -0.29
O 0.91 1.25 1.23  -0.26
C -1.07 2.67 0.24  -0.29
C -1.47 3.63 -0.66  -0.06
C -2.71 4.23 -0.49  -0.07
C -3.52 3.87 0.57  -0.07
C -3.09 2.91 1.48  -0.06
C -1.86 2.30 1.32  -0.06
C -2.14 0.06 -0.89  -0.02
C -3.11 -0.80 -0.43  -0.01
H -4.99 -2.49 -1.62  0.07
H -6.53 -3.07 -0.95  0.08
H -5.15 -4.17 -1.09  0.08
H -5.44 -3.45 1.26  0.12
H -5.32 -1.75 0.78  0.11
H -1.12 -3.22 0.82  0.12
H 0.62 -1.68 -0.01  0.11
H 0.89 -0.45 -2.70  0.14
H 1.58 1.19 -2.58  0.12
H 2.99 1.63 -0.84  0.10
H 4.92 1.40 0.22  0.14
H 4.91 -1.22 -1.19  0.10
H 6.29 -0.16 -0.87  0.11
H 6.53 -1.05 1.38  0.11
H 6.08 -2.50 0.47  0.11
H 4.55 -1.91 2.56  0.11
H 3.72 -2.17 1.01  0.10
H 2.90 0.03 1.63  0.09
H 4.48 0.48 2.28  0.11
H -0.82 3.89 -1.48  0.12
H -3.04 4.99 -1.19  0.11
H -4.48 4.34 0.70  0.11
H -3.72 2.63 2.31  0.11
H -1.49 1.56 2.00  0.12
H -2.43 0.98 -1.39  0.12
H -4.15 -0.53 -0.56  0.11

Values from the calculation:
gap between HOMO and LUMO: 8.92 eV
F_max: 0.98 eV Å⁻¹
SMILES string: CCOc1ccc(N(CC(=O)NC2CCCC2)S(=O)(=O)c2ccccc2)cc1
LUMO level: 0.436 eV

=====

Record 3
C21H26N2O4S2 | ωB97M-V/def2-TZVPD

Each line ends with the Löwdin charge.
Cartesian coordinates (Å):
C 3.75 3.43 1.21  -0.07
O 3.18 2.15 1.04  -0.10
C 3.88 1.20 0.37  -0.21
C 5.17 1.39 -0.13  -0.02
C 5.82 0.37 -0.79  -0.07
C 5.21 -0.86 -0.97  -0.08
C 3.93 -1.07 -0.48  -0.03
C 3.24 -0.06 0.19  -0.13
C 1.91 -0.21 0.70  0.00
C 1.03 -1.23 0.56  -0.39
S 1.18 -2.74 -0.32  1.05
C -0.48 -3.18 0.03  -1.08
S -1.19 -4.56 -0.47  0.69
N -1.08 -2.22 0.79  -0.10
C -2.50 -2.22 1.06  -0.14
C -3.25 -1.68 -0.16  -0.07
C -2.56 -0.42 -0.68  -0.44
O -1.67 -0.53 -1.51  0.06
N -2.94 0.78 -0.20  -0.01
C -3.84 1.03 0.90  -0.14
C -4.94 1.99 0.48  -0.17
C -4.32 3.30 -0.01  -0.19
C -3.34 3.00 -1.14  -0.14
C -2.28 1.97 -0.74  -0.26
C -1.23 2.53 0.23  -0.10
C 0.10 2.82 -0.47  -0.25
O 0.03 3.87 -1.40  -0.06
C -0.31 -1.12 1.13  -0.45
O -0.73 -0.21 1.81  0.09
H 3.94 3.91 0.25  0.10
H 4.67 3.38 1.79  0.10
H 3.01 4.00 1.77  0.10
H 5.66 2.34 -0.01  0.10
H 6.82 0.54 -1.18  0.11
H 5.72 -1.66 -1.48  0.10
H 3.46 -2.03 -0.61  0.05
H 1.54 0.62 1.28  0.13
H -2.82 -3.24 1.29  0.11
H -2.64 -1.57 1.93  0.13
H -3.17 -2.42 -0.97  0.11
H -4.30 -1.53 0.07  0.11
H -4.27 0.10 1.26  0.11
H -3.26 1.47 1.73  0.13
H -5.61 2.18 1.32  0.11
H -5.53 1.54 -0.33  0.12
H -5.09 3.98 -0.36  0.11
H -3.80 3.78 0.82  0.11
H -2.84 3.92 -1.46  0.11
H -3.90 2.61 -2.00  0.12
H -1.77 1.62 -1.64  0.14
H -1.03 1.79 1.01  0.10
H -1.58 3.44 0.70  0.12
H 0.84 3.14 0.27  0.11
H 0.47 1.90 -0.95  0.12
H -0.55 3.59 -2.13  0.08

Values from the calculation:
gap between HOMO and LUMO: 7.38 eV
F_max: 1.10 eV Å⁻¹
SMILES string: COc1ccccc1/C=C1\SC(=S)N(CCC(=O)N2CCCC[C@H]2CCO)C1=O
LUMO level: -0.727 eV

=====

Record 4
C21H26N4O3 | ωB97M-V/def2-TZVPD

Each line ends with the Löwdin charge.
Cartesian coordinates (Å):
C -4.78 -2.28 0.13  -0.12
C -5.31 -0.87 -0.04  -0.27
C -4.18 0.16 0.03  -0.23
C -4.68 1.59 -0.20  -0.20
C -3.65 2.66 0.16  -0.17
C -2.35 2.56 -0.63  -0.14
O -1.50 1.58 -0.03  0.00
C -0.92 0.69 -0.81  -0.50
O -1.01 0.60 -2.00  0.14
C -0.06 -0.28 0.03  -0.13
C -0.68 -0.52 1.30  -0.20
N -1.17 -0.72 2.31  0.20
C 1.31 0.35 0.20  -0.13
N 1.34 1.64 0.32  0.21
C 2.53 2.28 0.30  -0.20
C 2.60 3.68 0.47  -0.01
C 3.80 4.31 0.35  -0.08
C 4.97 3.59 0.05  -0.08
C 4.93 2.23 -0.12  -0.01
C 3.71 1.55 0.02  -0.20
N 3.67 0.20 -0.07  0.20
C 2.52 -0.42 0.08  -0.21
N 2.52 -1.79 -0.02  -0.08
C 1.88 -2.61 0.99  -0.12
C 1.54 -3.97 0.36  -0.19
O 2.70 -4.60 -0.12  -0.13
C 3.36 -3.79 -1.07  -0.19
C 3.73 -2.42 -0.49  -0.14
H -5.59 -3.00 0.11  0.07
H -4.26 -2.38 1.08  0.07
H -4.08 -2.53 -0.67  0.07
H -5.81 -0.78 -1.01  0.11
H -6.04 -0.65 0.74  0.11
H -3.44 -0.09 -0.73  0.11
H -3.69 0.09 1.00  0.11
H -5.57 1.75 0.42  0.11
H -4.97 1.71 -1.24  0.12
H -3.40 2.58 1.22  0.12
H -4.08 3.64 -0.01  0.11
H -1.80 3.51 -0.59  0.13
H -2.53 2.29 -1.68  0.13
H 0.04 -1.22 -0.54  0.16
H 1.69 4.21 0.70  0.11
H 3.86 5.38 0.48  0.10
H 5.90 4.12 -0.05  0.10
H 5.82 1.66 -0.34  0.11
H 2.58 -2.78 1.82  0.14
H 0.98 -2.14 1.39  0.10
H 0.82 -3.83 -0.46  0.13
H 1.11 -4.64 1.11  0.13
H 2.71 -3.64 -1.95  0.13
H 4.25 -4.33 -1.37  0.13
H 4.45 -2.55 0.33  0.13
H 4.19 -1.79 -1.25  0.12

Values from the calculation:
gap between HOMO and LUMO: 8.26 eV
F_max: 0.88 eV Å⁻¹
SMILES string: CCCCCCOC(=O)[C@H](C#N)c1nc2ccccc2nc1N1CCOCC1
LUMO level: -0.297 eV

=====

Record 5
C21H26N4O6 | ωB97M-V/def2-TZVPD

Each line ends with the Löwdin charge.
Cartesian coordinates (Å):
C -0.17 3.25 -0.49  -0.01
C 0.69 1.98 -0.54  -0.25
N 0.71 1.32 0.73  0.12
C 0.05 0.17 0.98  -0.40
O -0.68 -0.37 0.15  0.04
C 0.28 -0.34 2.34  -0.13
N 1.16 0.31 3.16  0.11
C 1.14 -0.33 4.29  -0.16
N 0.29 -1.38 4.26  0.14
C -0.27 -1.41 3.02  -0.08
C -1.29 -2.45 2.76  -0.43
O -1.66 -3.18 3.67  0.05
N -1.71 -2.54 1.49  0.09
C -2.82 -3.37 1.12  -0.04
C -3.98 -2.56 0.54  -0.47
O -4.92 -3.07 -0.02  0.11
O -3.78 -1.27 0.73  0.03
C -4.64 -0.25 0.17  -0.56
C -6.04 -0.36 0.76  -0.02
C -4.66 -0.38 -1.35  -0.01
C -3.96 1.05 0.58  -0.02
C 2.11 2.36 -0.93  -0.45
O 3.03 2.40 -0.16  0.12
O 2.17 2.69 -2.22  0.03
C 3.45 3.09 -2.75  -0.10
C 4.16 1.92 -3.35  -0.20
C 4.89 1.05 -2.54  -0.03
C 5.52 -0.05 -3.09  -0.08
C 5.44 -0.30 -4.45  -0.09
C 4.72 0.56 -5.26  -0.08
C 4.08 1.66 -4.71  -0.04
H -0.19 3.73 -1.46  0.08
H -1.19 3.00 -0.20  0.07
H 0.23 3.95 0.25  0.09
H 0.27 1.29 -1.28  0.16
H 1.36 1.64 1.44  0.13
H 1.73 -0.07 5.15  0.12
H 0.06 -2.05 4.98  0.16
H -1.41 -1.81 0.83  0.10
H -2.53 -4.11 0.37  0.14
H -3.17 -3.90 2.01  0.14
H -6.65 0.47 0.40  0.09
H -6.50 -1.30 0.46  0.08
H -6.00 -0.32 1.85  0.09
H -5.23 0.44 -1.78  0.09
H -5.13 -1.32 -1.65  0.08
H -3.64 -0.35 -1.74  0.09
H -4.47 1.90 0.15  0.09
H -2.93 1.04 0.24  0.06
H -3.96 1.15 1.67  0.09
H 4.04 3.53 -1.93  0.13
H 3.22 3.85 -3.50  0.13
H 4.95 1.24 -1.48  0.11
H 6.08 -0.72 -2.45  0.10
H 5.93 -1.15 -4.88  0.10
H 4.65 0.37 -6.32  0.10
H 3.51 2.33 -5.35  0.11

Values from the calculation:
gap between HOMO and LUMO: 9.82 eV
F_max: 0.98 eV Å⁻¹
SMILES string: C[C@H](NC(=O)c1nc[nH]c1C(=O)NCC(=O)OC(C)(C)C)C(=O)OCc1ccccc1
LUMO level: 0.588 eV

=====

Record 6
C21H26N4OS | ωB97M-V/def2-TZVPD

Each line ends with the Löwdin charge.
Cartesian coordinates (Å):
C 4.21 -0.41 -1.79  -0.11
O 2.88 0.00 -1.96  -0.20
C 2.00 -1.08 -2.19  -0.22
C 0.57 -0.53 -2.20  -0.19
N 0.28 0.13 -0.95  0.02
C -0.04 -0.56 0.17  -0.76
S -0.50 -2.16 0.06  0.74
N 0.01 0.06 1.37  -0.12
C 0.10 1.49 1.54  -0.14
C -1.29 2.17 1.44  -0.10
C -1.91 1.88 0.12  -0.16
C -2.81 0.90 -0.19  -0.26
C -3.50 -0.10 0.67  -0.02
N -3.04 0.90 -1.54  0.14
C -2.28 1.86 -2.14  -0.21
C -2.15 2.22 -3.47  -0.03
C -1.28 3.25 -3.78  -0.10
C -0.56 3.91 -2.78  -0.10
C -0.69 3.56 -1.45  -0.04
C -1.56 2.52 -1.11  -0.15
C -0.27 -0.74 2.55  -0.17
C 0.84 -1.73 2.80  -0.23
C 0.58 -2.98 3.36  -0.04
C 1.63 -3.85 3.57  -0.06
C 2.91 -3.45 3.21  -0.16
N 3.17 -2.27 2.68  0.06
C 2.16 -1.44 2.49  -0.11
H 4.59 -0.94 -2.68  0.09
H 4.32 -1.08 -0.93  0.09
H 4.80 0.49 -1.63  0.09
H 2.23 -1.57 -3.15  0.13
H 2.10 -1.82 -1.38  0.11
H -0.13 -1.35 -2.33  0.08
H 0.45 0.20 -3.00  0.12
H 0.74 1.02 -0.85  0.12
H 0.76 1.93 0.79  0.12
H 0.54 1.69 2.52  0.13
H -1.92 1.80 2.25  0.11
H -1.16 3.25 1.57  0.12
H -3.47 0.20 1.71  0.08
H -3.02 -1.07 0.57  0.04
H -4.55 -0.20 0.37  0.08
H -3.64 0.24 -2.02  0.16
H -2.71 1.71 -4.24  0.11
H -1.16 3.55 -4.80  0.10
H 0.11 4.71 -3.06  0.10
H -0.13 4.08 -0.69  0.11
H -1.21 -1.28 2.43  0.09
H -0.36 -0.07 3.41  0.13
H -0.43 -3.26 3.60  0.12
H 1.46 -4.83 3.99  0.10
H 3.76 -4.10 3.35  0.10
H 2.43 -0.48 2.05  0.12

Values from the calculation:
gap between HOMO and LUMO: 8.54 eV
F_max: 0.86 eV Å⁻¹
SMILES string: COCCNC(=S)N(CCc1c(C)[nH]c2ccccc12)Cc1cccnc1
LUMO level: 0.717 eV

=====

Record 7
C21H26NS2 | ωB97M-V/def2-TZVPD

Each line ends with the Löwdin charge.
Cartesian coordinates (Å):
C 3.32 -1.23 4.24  -0.07
C 2.95 -2.41 3.59  -0.06
C 1.99 -2.38 2.58  -0.02
C 1.38 -1.17 2.22  -0.20
C 0.39 -1.17 1.06  -0.20
C 1.11 -1.38 -0.28  -0.22
C 0.76 -2.44 -1.12  -0.04
C 1.40 -2.59 -2.36  -0.06
C 2.42 -1.71 -2.73  -0.06
C 2.80 -0.68 -1.86  -0.07
C 2.15 -0.51 -0.64  -0.06
C -0.46 0.11 1.04  -0.19
C -1.41 0.14 2.26  -0.11
C -2.86 0.14 1.74  -0.13
C -2.81 -0.32 0.29  -0.12
N -1.43 0.10 -0.18  -0.11
C 1.71 0.00 2.92  -0.04
C 2.69 -0.04 3.90  -0.07
H 4.09 -1.25 5.02  0.11
H 3.42 -3.36 3.86  0.11
H 1.71 -3.30 2.04  0.13
H -0.29 -2.02 1.21  0.15
H -0.01 -3.15 -0.79  0.12
H 1.09 -3.39 -3.02  0.11
H 2.93 -1.83 -3.68  0.11
H 3.60 0.01 -2.13  0.11
H 2.45 0.28 0.05  0.13
H 0.15 1.01 0.91  0.14
H -1.24 -0.75 2.90  0.13
H -1.17 1.00 2.89  0.13
H -3.51 -0.52 2.34  0.13
H -3.26 1.16 1.79  0.12
H -2.86 -1.41 0.17  0.14
H -3.55 0.15 -0.36  0.07
H -1.07 -0.57 -0.86  0.13
H 1.21 0.94 2.68  0.11
H 2.95 0.90 4.41  0.11
C -1.82 3.08 -3.77  -0.29
C -0.56 3.14 -2.91  -0.47
S -0.08 1.64 -2.02  0.88
C -1.54 1.31 -1.02  -0.77
S -2.60 0.83 -2.42  0.90
C -3.01 2.47 -3.04  -0.45
H -2.08 4.08 -4.12  0.12
H -1.61 2.44 -4.64  0.12
H 0.31 3.26 -3.56  0.09
H -0.60 3.96 -2.18  0.09
H -1.92 2.17 -0.44  0.13
H -3.39 3.09 -2.22  0.10
H -3.82 2.21 -3.74  0.09

Values from the calculation:
gap between HOMO and LUMO: 8.89 eV
F_max: 2.37 eV Å⁻¹
total charge: +1
LUMO level: -2.190 eV

=====

Record 8
C21H26O13 | ωB97M-V/def2-TZVPD

Each line ends with the Löwdin charge.
Cartesian coordinates (Å):
O 3.09 -1.42 1.18  0.09
C 3.71 -2.46 1.29  -0.31
C 4.45 -3.10 0.22  0.07
C 5.08 -4.25 0.47  -0.23
O 5.78 -4.93 -0.42  0.12
C 5.05 -4.92 1.83  -0.31
O 5.65 -5.97 1.93  0.10
C 4.32 -4.28 2.91  0.07
C 3.69 -3.12 2.65  -0.23
O 2.99 -2.45 3.55  0.12
H 4.47 -2.62 -0.75  0.14
H 6.12 -5.72 0.04  0.12
H 4.31 -4.75 3.88  0.14
H 2.64 -1.66 3.08  0.12
O 0.99 3.87 0.00  0.09
C 1.42 4.26 -1.08  -0.31
C 0.74 5.20 -1.94  0.07
C 1.31 5.53 -3.10  -0.23
O 0.79 6.39 -3.97  0.12
C 2.64 4.95 -3.55  -0.31
O 3.05 5.33 -4.64  0.10
C 3.32 4.01 -2.69  0.07
C 2.75 3.68 -1.52  -0.23
O 3.27 2.83 -0.66  0.12
H -0.21 5.61 -1.61  0.14
H 1.42 6.42 -4.72  0.12
H 4.27 3.61 -3.01  0.14
H 2.64 2.76 0.08  0.12
C -1.63 -3.22 0.39  -0.11
C -0.51 -2.21 0.61  -0.26
C -0.49 -1.06 -0.41  -0.21
C -0.03 0.29 0.18  -0.21
C -1.11 1.37 0.20  -0.22
C -2.38 0.94 0.92  -0.16
C -3.48 2.00 0.89  -0.13
O -4.72 1.48 0.35  0.02
C -5.40 0.69 1.19  -0.58
O -5.12 0.45 2.31  0.18
O -6.54 0.24 0.59  0.06
C -6.40 -0.34 -0.68  -0.20
O -5.75 -1.60 -0.66  -0.11
O -6.11 -2.34 0.50  0.00
H -2.59 -2.83 0.74  0.07
H -1.73 -3.48 -0.66  0.07
H -1.44 -4.15 0.95  0.07
H -0.62 -1.79 1.62  0.10
H 0.45 -2.73 0.57  0.09
H 0.20 -1.34 -1.22  0.11
H -1.48 -0.96 -0.87  0.10
H 0.35 0.14 1.19  0.11
H 0.81 0.67 -0.41  0.10
H -1.34 1.67 -0.82  0.12
H -0.70 2.24 0.72  0.10
H -2.79 0.02 0.49  0.11
H -2.15 0.69 1.96  0.13
H -3.22 2.82 0.22  0.13
H -3.68 2.41 1.87  0.13
H -7.41 -0.42 -1.09  0.14
H -5.76 0.26 -1.33  0.14
H -6.98 -2.71 0.28  0.11

Values from the calculation:
gap between HOMO and LUMO: 8.25 eV
F_max: 0.58 eV Å⁻¹
SMILES string: O=C1C=C(O)C(=O)C=C1O.O=C1C=C(O)C(=O)C=C1O.CCCCCCCOC(=O)OCOO
LUMO level: -1.537 eV

=====

Record 9
C21H27AsBaN6O8S | ωB97M-V/def2-TZVPD

Each line ends with the Löwdin charge.
Cartesian coordinates (Å):
Ba 1.11 0.00 1.13  2.06
N -0.14 -2.62 0.30  0.01
C -1.22 -2.90 1.25  -0.27
C -2.41 -3.61 0.56  -0.15
C -3.00 -2.92 -0.68  -0.17
C -3.44 -1.47 -0.52  -0.14
N -4.32 -1.28 0.65  0.12
C -5.59 -1.62 0.68  -0.43
N -6.23 -1.62 1.86  0.20
N -6.28 -1.96 -0.42  0.20
C -1.78 -1.66 2.03  -0.68
O -2.78 -1.87 2.75  -0.03
O -1.27 -0.56 1.78  -0.24
H -0.47 -2.56 -0.65  0.05
H 0.58 -3.33 0.32  0.09
H -0.83 -3.58 2.02  0.15
H -3.19 -3.76 1.31  0.11
H -2.10 -4.61 0.24  0.12
H -3.83 -3.53 -1.04  0.11
H -2.29 -2.94 -1.51  0.11
H -3.94 -1.09 -1.41  0.12
H -2.60 -0.79 -0.36  0.12
H -3.82 -1.21 1.56  0.11
H -5.70 -1.52 2.71  0.13
H -7.16 -2.00 1.92  0.12
H -5.86 -1.83 -1.33  0.11
H -7.28 -2.01 -0.39  0.12
O 3.48 2.02 4.57  -0.26
As 2.88 1.39 3.06  0.81
O 2.37 -0.24 3.19  -0.72
O 1.64 2.36 2.48  -0.60
C 4.68 1.27 2.21  -0.20
C 5.74 1.67 2.99  -0.09
C 7.06 1.43 2.61  -0.08
C 7.33 0.76 1.45  -0.07
C 6.28 0.36 0.63  -0.06
C 4.97 0.60 0.99  -0.25
S 3.75 0.18 -0.26  0.41
O 3.13 -1.09 0.18  -0.54
O 4.40 0.12 -1.53  -0.29
O 2.80 1.30 -0.05  -0.57
H 2.80 2.16 5.24  0.06
H 5.54 2.17 3.92  0.09
H 7.87 1.77 3.25  0.10
H 8.35 0.56 1.15  0.10
H 6.48 -0.12 -0.32  0.11
N -1.44 2.41 -0.17  0.13
C -1.09 2.72 -1.47  -0.25
C -1.48 3.91 -2.03  -0.03
C -1.16 4.23 -3.37  -0.09
C -0.46 3.37 -4.15  -0.05
C -0.03 2.13 -3.60  -0.16
C 0.74 1.20 -4.34  -0.01
C 1.14 0.04 -3.76  -0.03
C 0.75 -0.22 -2.42  -0.15
N 0.02 0.61 -1.73  0.06
C -0.36 1.79 -2.28  -0.16
H -1.61 3.21 0.41  0.10
H -0.87 1.75 0.33  0.01
H -2.02 4.62 -1.42  0.11
H -1.49 5.18 -3.76  0.10
H -0.20 3.61 -5.17  0.11
H 1.02 1.44 -5.36  0.12
H 1.76 -0.68 -4.28  0.11
H 1.06 -1.14 -1.94  0.09

Values from the calculation:
gap between HOMO and LUMO: 7.32 eV
F_max: 2.97 eV Å⁻¹
LUMO level: -0.464 eV

=====

Number 9 is which compound? C21H27AsBaN6O8S